Entry from OMol25: C24H16FLiN8O4 as an isolated structure (ωB97M-V/def2-TZVPD).

Geometry as XYZ:
```
54
Properties=species:S:1:pos:R:3
Li 7.619 10.663 12.830
C 6.523 14.982 11.329
C 6.547 13.834 12.104
N 7.226 12.738 11.693
C 7.906 12.853 10.555
C 7.941 14.043 9.788
N 7.199 15.076 10.178
C 8.569 11.644 10.139
C 9.527 11.634 9.128
C 10.058 10.354 8.755
C 9.524 9.236 9.380
C 8.663 9.380 10.460
N 8.237 10.575 10.857
C 8.134 8.198 11.171
C 7.944 6.910 10.650
N 7.351 5.951 11.300
C 6.987 6.181 12.582
C 7.146 7.473 13.131
N 7.671 8.480 12.428
C 11.053 10.268 7.727
C 11.397 11.394 6.904
C 12.551 11.312 6.133
N 13.323 10.226 6.156
C 13.013 9.194 6.878
C 11.858 9.112 7.685
H 6.053 15.919 11.706
H 5.946 13.777 13.030
H 8.529 14.132 8.845
H 9.920 12.562 8.666
H 9.945 8.294 9.035
H 8.334 6.672 9.687
H 6.591 5.367 13.229
H 6.969 7.623 14.175
H 10.694 12.241 6.873
H 12.954 12.174 5.549
H 13.688 8.313 6.855
H 11.641 8.203 8.239
F 6.038 6.142 16.474
C 6.754 7.078 17.103
C 6.485 8.423 16.998
N 7.493 9.346 17.235
C 7.337 10.738 16.834
C 7.034 10.801 15.280
O 7.965 11.194 14.513
O 5.853 10.590 14.943
C 8.752 8.999 17.733
O 9.708 9.755 17.846
N 8.870 7.655 18.043
C 7.924 6.624 17.900
O 8.141 5.492 18.311
H 5.571 8.853 16.514
H 8.246 11.288 17.105
H 6.466 11.241 17.311
H 9.760 7.399 18.479
```

Values from the calculation:
E_tot	-1770.69389	a.u.
HOMO-LUMO gap	0.254	Ha
charge	0
LUMO energy	-1.49	eV
multiplicity	1
maximum force	3.2	eV Å⁻¹



Entry from OMol25: C4H9NO in the gas phase (ωB97M-V/def2-TZVPD).

Geometry as XYZ:
```
15
Properties=species:S:1:pos:R:3
C -1.587 -0.924 -0.122
N -0.395 -0.243 0.384
C -0.372 1.215 0.167
C 0.842 -0.710 -0.193
C 1.861 0.271 0.349
O 2.653 0.874 -0.329
H -1.731 -0.794 -1.212
H -2.484 -0.551 0.387
H -1.519 -2.004 0.076
H -0.956 1.691 0.959
H 0.656 1.644 0.072
H -0.737 1.492 -0.822
H 0.874 -0.661 -1.295
H 1.115 -1.719 0.131
H 1.779 0.417 1.451
```

Values from the calculation:
E_tot	-287.74537	a.u.
HOMO-LUMO gap	0.372	Ha
charge	0
LUMO energy	1.03	eV
SMILES	CN(C)CC=O
multiplicity	1
maximum force	1.6	eV Å⁻¹
relative energy (zero: lowest compared OMol25 entry of this formula, charge and spin)	228.63	kJ/mol



Entry from OMol25: C2H5N3S in the gas phase (ωB97M-V/def2-TZVPD).

Geometry as XYZ:
```
11
Properties=species:S:1:pos:R:3
C 1.613 -0.084 -0.906
N 0.581 -0.818 -1.220
N -0.763 -0.841 -0.640
C -0.941 -0.626 0.795
N -0.896 0.593 1.388
S -0.625 1.912 0.326
H 1.544 0.894 -0.043
H 2.562 -0.308 -1.660
H -0.742 -2.020 -0.772
H -1.285 -1.378 1.463
H -1.049 2.674 1.269
```

Values from the calculation:
E_tot	-641.49008	a.u.
HOMO-LUMO gap	0.348	Ha
charge	0
LUMO energy	0.73	eV
SMILES	C=NN/C=N\S
multiplicity	1
maximum force	5.5	eV Å⁻¹
relative energy (zero: lowest compared OMol25 entry of this formula, charge and spin)	509.24	kJ/mol



Entry from OMol25: a 2-piece molecular cluster, C4H12N2O2 overall (ωB97M-V/def2-TZVPD).

Geometry as XYZ:
```
20
Properties=species:S:1:pos:R:3
C -1.395 1.241 1.396
C -0.657 -0.082 1.579
N -1.197 -1.141 0.766
C -0.646 -1.662 -0.390
O -1.350 -2.368 -1.090
C 0.805 -1.363 -0.717
N 1.144 -1.766 -2.092
H -1.019 1.787 0.524
H -2.427 1.013 1.120
H -1.347 1.950 2.210
H -0.642 -0.387 2.614
H 0.392 0.030 1.323
H -2.194 -1.275 0.649
H 0.910 -0.275 -0.683
H 1.549 -1.762 -0.030
H 0.510 -1.244 -2.682
H 0.902 -2.696 -2.238
O 2.316 2.986 -0.796
H 2.147 3.589 -1.516
H 2.201 3.423 0.054
```

Values from the calculation:
E_tot	-419.59743	a.u.
HOMO-LUMO gap	0.367	Ha
charge	0
LUMO energy	0.58	eV
SMILES	CCNC(=O)CN.O
multiplicity	1
maximum force	2.4	eV Å⁻¹
relative energy (zero: lowest compared OMol25 entry of this formula, charge and spin)	134.04	kJ/mol



Entry from OMol25: C14H8Cl2F6N4O6ReS2 as an isolated structure (ωB97M-V/def2-TZVPD).

Geometry as XYZ:
```
43
Properties=species:S:1:pos:R:3
Re 0.247 -0.006 0.409
O 1.587 1.389 0.180
N 1.369 2.557 -0.520
N -0.858 2.559 -0.008
O -1.117 1.278 0.443
C -1.921 3.476 -0.015
C -2.973 3.268 0.873
C -4.025 4.170 0.891
C -4.034 5.268 0.044
C -2.970 5.461 -0.825
C -1.909 4.570 -0.869
H -2.959 2.415 1.534
H -4.842 4.008 1.582
H -4.861 5.964 0.059
H -2.958 6.319 -1.484
H -1.079 4.733 -1.540
F 2.467 2.932 2.857
C 1.484 3.593 2.284
F 0.345 2.934 2.425
F 1.372 4.793 2.833
S 1.842 3.909 0.457
O 0.071 2.618 -1.017
O 1.081 5.035 0.036
N 3.353 3.896 0.491
S 4.343 3.996 -0.799
O 5.477 4.754 -0.398
O 3.645 4.255 -2.015
C 4.948 2.253 -0.899
F 4.024 1.448 -1.412
F 5.290 1.803 0.306
F 6.018 2.242 -1.688
Cl -1.581 -4.171 -0.456
C 0.081 -4.133 0.009
C 0.841 -5.292 -0.011
C 2.171 -5.262 0.385
C 2.766 -4.075 0.797
C 1.997 -2.932 0.783
Cl 2.663 -1.380 1.226
C 0.661 -2.931 0.398
N 0.009 -1.712 0.410
H 0.382 -6.214 -0.340
H 2.753 -6.172 0.370
H 3.798 -4.041 1.113
```

Values from the calculation:
E_tot	-3602.66053	a.u.
HOMO-LUMO gap (alpha / beta)	0.253 / 0.267	Ha
charge	0
LUMO energy (alpha / beta)	-1.47 / -1.20	eV
multiplicity	2
maximum force	2.1	eV Å⁻¹
relative energy (zero: lowest compared OMol25 entry of this formula, charge and spin)	439.52	kJ/mol



Entry from OMol25: C3H8IN as an isolated structure (ωB97M-V/def2-TZVPD).

Geometry as XYZ:
```
13
Properties=species:S:1:pos:R:3
C -1.359 0.483 0.037
C 1.288 0.336 0.276
C 0.331 -0.597 -0.393
N 0.277 -0.929 -1.728
I 1.657 -2.354 -2.382
H -1.139 1.493 -0.003
H -1.889 0.057 -0.824
H -1.703 0.302 1.046
H 1.315 1.270 -0.162
H 2.194 -0.137 0.253
H 0.717 0.350 1.226
H 0.122 -1.523 0.153
H 0.376 -0.118 -2.409
```

Values from the calculation:
E_tot	-471.43326	a.u.
HOMO-LUMO gap	0.298	Ha
charge	0
LUMO energy	-0.29	eV
multiplicity	1
maximum force	4.7	eV Å⁻¹
relative energy (zero: lowest compared OMol25 entry of this formula, charge and spin)	212.30	kJ/mol



Entry from OMol25: C17H24N2O3 in the gas phase (ωB97M-V/def2-TZVPD).

Geometry as XYZ:
```
46
Properties=species:S:1:pos:R:3
C 5.954 0.930 1.414
C 5.741 -0.159 0.380
O 6.632 -0.932 0.080
N 4.525 -0.210 -0.212
C 3.355 0.548 0.153
C 2.346 -0.367 0.856
C 1.954 -1.532 -0.066
C 1.098 -1.020 -1.224
O 1.477 -0.919 -2.372
N -0.145 -0.646 -0.839
C -1.155 -0.214 -1.775
C -2.347 -1.178 -1.755
O -2.938 -1.250 -0.476
C -3.750 -0.234 -0.045
C -4.190 -0.345 1.275
C -5.022 0.610 1.817
C -5.443 1.705 1.068
C -6.340 2.741 1.674
C -5.002 1.805 -0.242
C -4.164 0.853 -0.802
C 3.215 -2.248 -0.562
C 4.226 -1.267 -1.157
H 6.981 0.863 1.760
H 5.792 1.914 0.979
H 5.288 0.797 2.264
H 3.616 1.385 0.797
H 2.903 0.944 -0.764
H 1.467 0.210 1.145
H 2.805 -0.772 1.761
H 1.342 -2.244 0.502
H -0.470 -0.848 0.094
H -1.485 0.797 -1.511
H -0.695 -0.201 -2.765
H -1.995 -2.194 -1.955
H -3.078 -0.903 -2.522
H -3.868 -1.197 1.853
H -5.354 0.507 2.840
H -6.652 3.469 0.930
H -7.226 2.274 2.101
H -5.823 3.267 2.476
H -5.315 2.643 -0.848
H -3.853 0.976 -1.828
H 2.946 -2.981 -1.322
H 3.677 -2.771 0.279
H 5.160 -1.779 -1.390
H 3.812 -0.824 -2.067
```

Values from the calculation:
E_tot	-997.46244	a.u.
HOMO-LUMO gap	0.337	Ha
charge	0
LUMO energy	0.57	eV
SMILES	CC(=O)N1CCC(C(=O)NCCOc2ccc(C)cc2)CC1
multiplicity	1
maximum force	0.6	eV Å⁻¹
relative energy (zero: lowest compared OMol25 entry of this formula, charge and spin)	91.55	kJ/mol



Entry from OMol25: a 2-piece molecular cluster, C3H5O3 overall (ωB97M-V/def2-TZVPD).

Geometry as XYZ:
```
11
Properties=species:S:1:pos:R:3
C 0.490 -0.121 -2.465
C 0.518 0.584 -1.244
O -0.418 1.095 -0.620
H 1.416 -0.305 -2.996
H -0.486 -0.312 -2.912
H 1.415 0.404 -0.614
H -0.725 0.287 0.464
O -0.548 -0.168 1.367
C -0.569 -0.396 2.634
O -1.499 -0.816 3.261
H 0.406 -0.251 3.124
```

Values from the calculation:
E_tot	-342.91246	a.u.
HOMO-LUMO gap (alpha / beta)	0.377 / 0.248	Ha
charge	0
LUMO energy (alpha / beta)	0.49 / -3.04	eV
multiplicity	2
maximum force	2.4	eV Å⁻¹
relative energy (zero: lowest compared OMol25 entry of this formula, charge and spin)	108.05	kJ/mol



Entry from OMol25: C2H2N6 in the gas phase (ωB97M-V/def2-TZVPD).

Geometry as XYZ:
```
10
Properties=species:S:1:pos:R:3
H 2.822 -0.468 0.791
N 2.215 0.281 0.672
C 1.108 0.169 -0.007
N 0.691 -1.108 -0.773
N -0.414 -1.356 -0.387
C -1.241 -0.862 0.571
N -1.704 0.374 0.437
N -1.068 1.305 -0.359
N 0.256 1.366 -0.379
H -1.861 -1.409 1.351
```

Values from the calculation:
E_tot	-405.73278	a.u.
HOMO-LUMO gap	0.306	Ha
charge	0
LUMO energy	-1.38	eV
SMILES	[H]/N=c1\nncnnn1
multiplicity	1
maximum force	5.7	eV Å⁻¹
relative energy (zero: lowest compared OMol25 entry of this formula, charge and spin)	323.64	kJ/mol



Entry from OMol25: C13H26NO3P2Ru as an isolated structure (ωB97M-V/def2-TZVPD).

Geometry as XYZ:
```
46
Properties=species:S:1:pos:R:3
Ru -0.217 -0.103 0.983
P 1.939 -0.682 1.013
C 2.165 -1.347 -0.624
C 0.996 -1.679 -1.372
N -0.207 -1.225 -0.886
C -1.375 -1.535 -1.437
C -1.405 -2.279 -2.603
C -0.242 -2.629 -3.282
C 0.941 -2.332 -2.645
C -2.621 -0.915 -0.893
P -2.220 0.604 0.121
H 1.898 -2.424 -3.127
H -2.382 -2.453 -3.001
H -0.275 -3.283 -4.153
H -3.298 -0.664 -1.705
H -3.147 -1.608 -0.239
H 3.078 2.115 -4.114
H 3.113 -1.774 -0.983
H 0.904 3.605 -1.256
O 2.998 2.343 -3.167
H 3.837 2.266 -2.691
H -0.084 0.893 -0.226
O 0.790 3.841 -0.318
H 1.170 3.065 0.176
C -2.561 1.956 -1.067
H -3.629 2.085 -1.309
H -2.135 2.853 -0.608
H -1.979 1.801 -1.979
C -3.635 0.786 1.232
H -3.322 1.458 2.034
H -4.504 1.228 0.734
H -3.913 -0.180 1.659
C 2.203 -2.220 1.986
H 3.208 -2.578 1.726
H 2.137 -2.043 3.066
H 1.420 -2.929 1.675
C 3.210 0.492 1.530
H 2.980 0.816 2.553
H 4.205 0.039 1.506
H 3.216 1.363 0.864
C -0.705 0.163 3.701
C -0.253 1.037 2.562
O 0.115 2.192 2.508
H -0.881 -0.881 3.372
H -1.584 0.566 4.201
H 0.047 0.200 4.482
```

Values from the calculation:
E_tot	-1567.81136	a.u.
HOMO-LUMO gap (alpha / beta)	0.249 / 0.157	Ha
charge	+3
LUMO energy (alpha / beta)	-11.64 / -14.31	eV
multiplicity	5
maximum force	4.5	eV Å⁻¹
relative energy (zero: lowest compared OMol25 entry of this formula, charge and spin)	93.19	kJ/mol



Entry from OMol25: C49H36N5Y as an isolated structure (ωB97M-V/def2-TZVPD).

Geometry as XYZ:
```
91
Properties=species:S:1:pos:R:3
Y 0.001 -0.078 -0.088
C -5.221 -2.673 -5.545
C -3.984 -2.235 -5.983
C -3.039 -1.795 -5.076
C -3.322 -1.769 -3.714
C -4.568 -2.211 -3.281
C -5.506 -2.664 -4.192
C -2.319 -1.229 -2.762
C -2.573 0.042 -2.228
C -3.560 0.946 -2.738
C -3.492 2.071 -1.977
C -2.486 1.845 -0.984
N -1.907 0.638 -1.184
C -2.124 2.779 0.042
C -0.760 3.059 0.291
C -0.219 4.356 0.616
C 1.133 4.255 0.526
C 1.429 2.896 0.158
C 2.708 2.403 -0.124
C 3.852 3.337 0.038
C 4.406 3.919 -1.098
C 5.466 4.800 -0.995
C 5.998 5.102 0.248
C 5.461 4.520 1.384
C 4.391 3.647 1.282
C 3.011 1.133 -0.641
N 2.118 0.162 -0.977
C 2.846 -0.917 -1.401
C 2.319 -2.146 -1.823
C 3.261 -3.281 -1.997
C 3.326 -4.262 -1.012
C 4.216 -5.314 -1.129
C 5.044 -5.411 -2.233
C 4.979 -4.442 -3.219
C 4.097 -3.383 -3.102
C 0.966 -2.378 -2.121
C 0.456 -3.518 -2.839
C -0.842 -3.247 -3.136
C -1.137 -1.958 -2.570
N -0.036 -1.476 -1.924
C 4.250 -0.599 -1.348
C 4.353 0.672 -0.888
N 0.259 2.196 0.033
C -3.170 3.409 0.840
C -2.855 4.012 2.071
C -3.837 4.461 2.932
C -5.178 4.315 2.614
C -5.516 3.686 1.426
C -4.536 3.232 0.568
H -5.959 -3.016 -6.254
H -3.750 -2.240 -7.036
H -2.075 -1.444 -5.414
H -4.800 -2.205 -2.227
H -6.463 -3.019 -3.845
H -4.168 0.776 -3.607
H -3.990 3.005 -2.152
H -0.792 5.250 0.779
H 1.858 5.038 0.658
H 3.986 3.678 -2.062
H 5.879 5.244 -1.889
H 6.826 5.789 0.329
H 5.881 4.740 2.355
H 3.973 3.194 2.168
H 2.687 -4.190 -0.145
H 4.263 -6.065 -0.356
H 5.734 -6.237 -2.326
H 5.620 -4.516 -4.084
H 4.048 -2.629 -3.872
H 1.027 -4.392 -3.087
H -1.544 -3.851 -3.682
H 5.038 -1.262 -1.647
H 5.240 1.257 -0.732
H -1.824 4.085 2.380
H -3.552 4.910 3.875
H -5.944 4.659 3.293
H -6.556 3.524 1.176
H -4.846 2.699 -0.312
C 1.196 -0.773 2.884
C -0.036 -1.316 3.250
C -0.462 -2.177 2.242
C 0.504 -2.176 1.212
C 1.561 -1.295 1.637
H 1.790 -0.099 3.480
H -0.563 -1.107 4.166
H -1.364 -2.771 2.251
H 0.615 -2.976 0.485
H 2.567 -1.277 1.233
N -1.913 0.398 1.845
H -2.737 0.942 1.597
H -1.468 0.872 2.629
H -2.238 -0.496 2.209
```

Values from the calculation:
E_tot	-2201.07476	a.u.
HOMO-LUMO gap (alpha / beta)	0.191 / 0.191	Ha
charge	0
LUMO energy (alpha / beta)	-1.49 / -1.49	eV
multiplicity	1
maximum force	1.3	eV Å⁻¹
relative energy (zero: lowest compared OMol25 entry of this formula, charge and spin)	80.55	kJ/mol



Entry from OMol25: C16H14BrFHg as an isolated structure (ωB97M-V/def2-TZVPD).

Geometry as XYZ:
```
33
Properties=species:S:1:pos:R:3
C -2.034 -0.861 -0.817
C -1.846 -1.366 0.510
C -1.853 -0.252 1.416
H -1.605 -2.411 0.778
C -2.031 0.957 0.652
C -2.134 0.573 -0.740
H -2.212 1.274 -1.590
H -1.987 -1.456 -1.747
H -1.708 -0.287 2.512
H -2.061 1.989 1.062
Hg 0.317 0.184 -0.018
Br 1.387 -0.941 -2.061
C 2.781 0.683 -4.889
C 1.675 1.478 -5.324
C 0.675 0.596 -5.849
H 1.609 2.574 -5.276
C 1.167 -0.743 -5.738
C 2.470 -0.690 -5.148
H 3.113 -1.551 -4.925
H 3.712 1.056 -4.443
H -0.292 0.895 -6.276
H 0.644 -1.655 -6.059
F 2.147 -2.447 5.323
C 1.669 -1.968 4.135
C 1.461 -0.595 4.056
C 0.990 -0.101 2.834
C 0.799 -1.005 1.819
C 0.965 -2.378 1.888
C 1.444 -2.880 3.113
H 1.646 0.092 4.860
H 0.771 0.969 2.679
H 0.758 -3.041 1.031
H 1.631 -3.938 3.224
```

Values from the calculation:
E_tot	-3445.26346	a.u.
HOMO-LUMO gap	0.172	Ha
charge	-2
LUMO energy	4.82	eV
multiplicity	1
maximum force	2.9	eV Å⁻¹
relative energy (zero: lowest compared OMol25 entry of this formula, charge and spin)	0.00	kJ/mol



Which of these has the highest charge? C13H26NO3P2Ru



Among the records above, which one has the highest maximum force? C2H2N6



maximum force of number 11 (C49H36N5Y)? 1.3 eV Å⁻¹